# 1
{
  "formula": "C3H8NS",
  "method": "ωB97M-V with the def2-TZVPD basis set",
  "symbols": ["N", "C", "C", "C", "S", "H", "H", "H", "H", "H", "H", "H", "H"],
  "coordinates": [[-1.748, -0.402, 0.424], [-0.810, -0.425, -0.691], [0.444, 0.406, -0.518], [1.427, 0.010, 0.616], [0.846, 0.449, 2.287], [-2.507, 0.226, 0.243], [-1.278, -0.134, 1.286], [-1.322, 0.005, -1.567], [-0.564, -1.415, -1.025], [0.350, 1.477, -0.524], [1.070, 0.162, -1.402], [1.796, -1.011, 0.476], [2.295, 0.650, 0.395]],
  "charge": -1,
  "orbital_gap_ha": 0.24241,
  "spin_multiplicity": 1,
  "homo_ev": -2.32,
  "smiles": "NCCC[S-]"
}

# 2
{
  "formula": "C4H5O2Yb",
  "method": "ωB97M-V with the def2-TZVPD basis set",
  "symbols": ["O", "C", "Yb", "H", "O", "C", "C", "C", "H", "H", "H", "H"],
  "coordinates": [[2.607, 1.327, 0.000], [1.401, 1.481, -0.240], [4.972, 1.935, -0.537], [0.862, 1.813, -1.294], [-2.124, -1.952, 0.304], [-1.526, -0.729, 0.660], [-0.269, -0.579, -0.155], [0.392, 0.557, -0.263], [-3.008, -1.785, -0.034], [-1.232, -0.721, 1.724], [-2.199, 0.125, 0.488], [0.124, -1.474, -0.652]],
  "charge": 2,
  "orbital_gap_ha": [0.20861, 0.21203],
  "spin_multiplicity": 2,
  "homo_ev": [-16.03, -16.13],
  "s2": 0.768
}